[1]
Formula: C4H5ClN4
Source: the Open Molecules 2025 dataset
Level of theory: ωB97M-V/def2-TZVPD

Element x y z (Å)
1 Cl 2.6227 -2.3630 -2.6698
2 N 0.5885 -1.5318 0.4393
3 N 0.9491 -0.4823 -2.0250
4 N 0.1359 0.1129 -1.1906
5 N 1.4010 -2.1353 -0.3863
6 C -0.9415 0.2665 0.9956
7 C 1.5424 -1.5865 -1.5886
8 C -0.9165 1.7913 0.9083
9 C -0.0378 -0.4256 0.0186
10 H -0.6543 -0.0705 1.9941
11 H -1.7585 2.2159 1.4581
12 H -1.9550 -0.1139 0.8261
13 H 0.0046 2.1861 1.3437
14 H -0.9806 2.1363 -0.1235

Atomic forces in eV per Å
-0.05 0.01 0.02
-0.08 0.04 -0.03
0.03 -0.18 0.04
-0.08 -0.06 0.06
-0.03 0.05 -0.17
-0.14 -0.08 0.06
0.03 0.08 0.06
-0.01 0.05 -0.02
0.33 0.17 0.10
-0.05 -0.02 -0.10
0.09 -0.06 0.01
0.03 0.08 -0.03
-0.05 -0.01 -0.07
-0.01 -0.06 0.06

The calculation puts the energy above the lowest of the compared OMol25 structures with the same formula, charge and spin at 24.6 kcal per mole. Its HOMO energy is -9.722 eV. As for the SMILES: CCc1nnc(Cl)nn1. As for the frontier orbital gap: 0.321 Ha.

---

[2]
Formula: C4H9O2
Source: the Open Molecules 2025 dataset
Level of theory: ωB97M-V/def2-TZVPD

Element x y z (Å)
1 O 0.9506 -1.9740 2.5836
2 O -0.0884 0.0128 2.5958
3 C -0.4181 1.1645 -0.8678
4 C 0.8262 1.2966 -1.6998
5 C -0.6859 -1.5761 0.9186
6 C 0.1426 -1.1219 2.1161
7 H -0.6811 0.1786 -0.5307
8 H -1.2476 1.7183 -1.3317
9 H 0.7762 0.8987 -2.7314
10 H -1.4582 -0.8570 0.6975
11 H 1.6163 0.5965 -1.3799
12 H -0.9439 -2.6303 1.0432
13 H -0.2651 1.6966 0.0810
14 H 0.1600 -1.6684 0.2101
15 H 1.3164 2.2652 -1.7046

Atomic forces in eV per Å
-0.15 0.23 -0.64
-0.05 0.24 -0.52
-0.20 1.76 0.61
1.51 -1.78 -0.82
1.84 -0.84 0.03
0.02 -0.41 2.17
-0.05 -0.20 -0.70
-0.07 -0.51 -0.04
-0.68 0.69 0.06
-0.30 -0.33 -0.28
-0.16 0.28 0.69
-0.64 0.27 0.20
0.09 -0.13 -0.06
-0.82 0.42 -0.63
-0.33 0.30 -0.07

Its charge is -1. The calculation puts the energy above the lowest of the compared OMol25 structures with the same formula, charge and spin at 16.1 kcal per mole. Its HOMO energy is -3.702 eV. As for the frontier orbital gap: 0.278 Ha.

---

[3]
Formula: C5H16NO2
Source: the Open Molecules 2025 dataset
Level of theory: ωB97M-V/def2-TZVPD

Element x y z (Å)
1 O 0.3358 2.6363 -0.8070
2 O -1.7938 2.2927 1.0074
3 N 0.3090 0.7714 1.6657
4 C -0.0394 -2.2857 -1.2743
5 C 1.5610 -0.9457 0.2136
6 C 0.4423 -1.0777 -0.7756
7 C 1.0675 -0.5312 1.6045
8 C -1.3551 -2.5080 -1.8837
9 H -1.2877 -1.9588 -2.8368
10 H 0.6708 -3.1172 -1.2787
11 H -0.4241 2.4314 -1.3661
12 H 0.0544 -0.1475 -1.1729
13 H 0.4122 -1.3106 1.9922
14 H -2.7393 2.3990 0.8149
15 H -1.5362 -3.5664 -2.0778
16 H 1.8851 -0.4641 2.3107
17 H 0.9973 2.9907 -1.4179
18 H 0.6880 1.4327 0.9823
19 H 0.2902 1.0736 2.6415
20 H 2.0152 -1.9284 0.3488
21 H 2.3489 -0.3116 -0.2080
22 H -1.3728 3.0738 0.6188
23 H -0.6916 0.6266 1.4912
24 H -2.1768 -2.1672 -1.2532

Atomic forces in eV per Å
0.16 -0.50 -0.09
-0.37 -0.01 -0.39
-0.08 -1.59 0.28
0.06 -0.53 -0.22
-0.27 -0.73 -0.26
0.61 0.47 0.14
-0.16 -0.16 0.31
0.37 -0.67 0.47
-0.41 0.15 -0.09
-0.06 0.00 0.14
-0.02 0.18 0.00
-0.41 0.11 -0.03
-0.09 0.09 0.01
0.24 0.01 0.27
0.20 0.15 -0.19
0.36 0.07 -0.14
-0.01 0.16 0.14
-0.29 0.70 0.23
0.46 0.71 -0.14
0.08 -0.02 0.11
-0.21 0.35 0.11
-0.06 -0.03 0.17
0.00 0.53 -0.59
-0.08 0.56 -0.25

Its charge is +2. The calculation puts the energy above the lowest of the compared OMol25 structures with the same formula, charge and spin at 0.0 kcal per mole. Its HOMO energy (alpha / beta) is -18.803 / -18.805 eV. Its expectation value of S² is 0.7532. As for the frontier orbital gap (alpha / beta): 0.375 / 0.258 Ha. Its spin multiplicity is 2.